1.
{
  "formula": "S2",
  "method": "ωB97M-V/def2-TZVPD",
  "molar_mass_da": 64.1,
  "homo_lumo_gap_ev": [5.477, 4.981],
  "s_squared": 0.75,
  "spin_multiplicity": 2,
  "e_tot_ev": -21653.995,
  "charge": 1,
  "relative_energy_ev": 6.424,
  "symbols": ["S", "S"],
  "positions_angstrom": [[0.000000, 0.000000, 1.414344], [0.000000, 0.000000, -1.414344]],
  "forces_ev_per_angstrom": [[0.00, 0.00, -5.83], [0.00, 0.00, 5.83]]
}

---

2.
{
  "formula": "C2H4N4O2",
  "method": "ωB97M-V/def2-TZVPD",
  "molar_mass_da": 116.1,
  "homo_lumo_gap_ev": 9.528,
  "smiles": "Cn1nnc(=O)n1O",
  "e_tot_ev": -12187.857,
  "relative_energy_ev": 5.631,
  "symbols": ["C", "C", "H", "H", "H", "H", "N", "N", "N", "N", "O", "O"],
  "positions_angstrom": [[0.429648, 0.842220, -1.611505], [-0.589123, -0.674999, 1.540380], [1.302312, 0.039669, -1.850551], [-0.396314, 1.147789, -2.370064], [0.779514, 1.834242, -1.321141], [1.260465, -1.706019, 1.203843], [-0.376995, 0.494093, -0.303795], [-1.589797, 0.783939, 0.111800], [-1.706962, 0.198819, 1.330856], [0.256697, -0.272296, 0.633230], [-0.655028, -1.565510, 2.482603], [1.285583, -1.121946, 0.154346]],
  "forces_ev_per_angstrom": [[-1.54, 0.36, 0.74], [-5.32, -1.05, 4.97], [-2.70, 2.00, 0.55], [1.58, -1.45, 0.93], [0.94, -0.28, -0.30], [0.59, 1.59, -4.33], [1.26, -0.68, -1.85], [1.55, -1.36, 2.75], [-0.14, 0.40, -2.53], [2.39, -0.47, -2.50], [2.27, 2.71, -3.89], [-0.88, -1.76, 5.45]]
}

---

3.
{
  "formula": "C26H70F2N3O32S10",
  "method": "ωB97M-V/def2-TZVPD",
  "molar_mass_da": 1295.5,
  "homo_lumo_gap_ev": 8.734,
  "e_tot_ev": -211861.130,
  "charge": -1,
  "relative_energy_ev": 3.112,
  "symbols": ["N", "S", "O", "O", "F", "S", "O", "O", "F", "C", "N", "O", "O", "H", "H", "H", "C", "N", "O", "O", "H", "H", "H", "O", "S", "O", "O", "C", "C", "C", "H", "H", "H", "H", "H", "H", "H", "H", "O", "S", "O", "O", "C", "C", "C", "H", "H", "H", "H", "H", "H", "H", "H", "O", "S", "O", "O", "C", "C", "C", "H", "H", "H", "H", "H", "H", "H", "H", "O", "S", "O", "O", "C", "C", "C", "H", "H", "H", "H", "H", "H", "H", "H", "O", "S", "O", "O", "C", "C", "C", "H", "H", "H", "H", "H", "H", "H", "H", "O", "S", "O", "O", "C", "C", "C", "H", "H", "H", "H", "H", "H", "H", "H", "O", "S", "O", "O", "C", "C", "C", "H", "H", "H", "H", "H", "H", "H", "H", "O", "S", "O", "O", "C", "C", "C", "H", "H", "H", "H", "H", "H", "H", "H"],
  "positions_angstrom": [[-0.637128, 1.168127, 0.038687], [-0.517498, -0.058682, 0.911717], [0.093464, 0.262773, 2.207100], [-0.447397, -1.375465, 0.245071], [-2.122111, -0.225037, 1.345703], [0.827817, 0.829799, -0.808899], [0.648288, 0.242925, -2.155071], [2.081132, 0.522160, -0.140141], [1.237211, 2.340533, -1.149912], [-3.700997, 6.210651, -3.467585], [-4.670618, 7.320057, -3.583744], [-5.670670, 7.270563, -2.941838], [-4.305590, 8.229500, -4.290135], [-2.783263, 6.590092, -3.018254], [-3.389405, 5.999659, -4.490567], [-4.037554, 5.376993, -2.851282], [4.638371, -4.253408, 3.970087], [4.934552, -4.354048, 5.443509], [5.780506, -3.532462, 5.888395], [4.344462, -5.106682, 6.168254], [3.560742, -4.294401, 3.811547], [5.001927, -5.156117, 3.479130], [5.103471, -3.363760, 3.545452], [-6.613605, -4.675379, -4.838186], [-5.771077, -4.254952, -5.939923], [-4.383743, -4.730784, -5.939365], [-6.477637, -4.662394, -7.369217], [-7.850647, -4.469589, -7.613308], [-8.431224, -5.717266, -8.407687], [-5.869949, -2.424021, -6.036653], [-7.986164, -3.551292, -8.184682], [-8.349796, -4.458554, -6.644370], [-9.462020, -5.900719, -8.104498], [-7.892591, -6.648573, -8.232620], [-8.389067, -5.485866, -9.471998], [-5.414948, -2.023789, -5.130621], [-6.949845, -2.283229, -6.082550], [-5.412401, -2.089421, -6.967667], [11.671710, 2.532139, -5.748680], [11.189055, 3.896052, -5.490933], [11.461130, 4.955339, -6.482849], [9.493596, 3.858860, -5.208888], [8.941967, 2.636818, -4.690691], [9.177255, 2.405881, -3.154761], [11.720836, 4.515453, -3.900470], [9.359964, 1.764349, -5.192872], [7.869891, 2.591717, -4.882298], [8.824669, 1.412908, -2.875863], [8.590473, 3.199642, -2.692454], [10.210184, 2.347806, -2.811571], [11.821862, 3.785192, -3.097596], [11.033634, 5.337810, -3.701465], [12.689749, 4.974615, -4.096617], [1.304320, 13.076390, -1.040677], [1.674639, 11.888058, -0.294098], [0.707236, 10.781937, -0.106065], [3.078027, 11.329336, -0.993626], [3.418381, 10.056133, -0.680164], [4.246889, 9.473439, -1.809536], [2.173597, 12.409192, 1.391040], [2.563887, 9.394562, -0.537771], [3.989448, 10.125596, 0.245675], [3.674705, 9.276515, -2.716134], [4.905335, 8.630427, -1.600036], [5.010150, 10.197021, -2.095858], [2.987615, 13.132983, 1.351008], [2.543499, 11.502487, 1.869740], [1.271017, 12.788509, 1.870179], [-3.089414, -8.752535, 5.444008], [-3.869063, -8.059636, 4.400389], [-3.531311, -6.731458, 3.973296], [-3.909539, -9.000398, 3.057551], [-4.371671, -8.480011, 1.818154], [-3.631536, -9.326652, 0.820304], [-5.643996, -8.219719, 4.990578], [-4.206464, -7.404498, 1.754264], [-5.438912, -8.648064, 1.673704], [-3.579590, -9.041378, -0.230425], [-3.976859, -10.355722, 0.919667], [-2.555833, -9.304903, 0.994893], [-6.329651, -8.153512, 4.145826], [-5.786956, -7.428118, 5.726113], [-5.790589, -9.148294, 5.542275], [2.640756, -2.065011, 11.755411], [1.210216, -1.735022, 11.834802], [0.426191, -1.863950, 13.091760], [1.046906, -0.112535, 11.278771], [1.897289, 0.383757, 10.227802], [3.279229, 0.802436, 10.777136], [0.310529, -2.542770, 10.556732], [1.483133, 1.262071, 9.732695], [2.002190, -0.388965, 9.466220], [4.030765, 0.050516, 11.017781], [3.201479, 1.474415, 11.631822], [3.791187, 1.324057, 9.968489], [0.480367, -3.593524, 10.791611], [0.760272, -2.163143, 9.639290], [-0.765317, -2.371483, 10.593067], [-10.049171, 0.532485, -1.871235], [-10.617598, 1.094898, -0.654890], [-11.558512, 2.198468, -0.745884], [-11.288253, -0.164278, 0.162241], [-10.512260, -1.320687, 0.445915], [-11.171172, -2.613413, 0.003147], [-9.156003, 1.503106, 0.502145], [-10.283839, -1.374038, 1.510375], [-9.511466, -1.222268, 0.025408], [-11.891285, -2.825950, 0.793317], [-10.427635, -3.400956, -0.119502], [-11.760192, -2.574707, -0.913189], [-9.337297, 0.996876, 1.450277], [-9.195558, 2.574655, 0.697922], [-8.282350, 1.231578, -0.090392], [5.652889, -8.301106, -4.587008], [5.686542, -7.071535, -5.350821], [6.467453, -5.943667, -4.901029], [6.050383, -7.440428, -6.949912], [5.646334, -8.679448, -7.509675], [6.444162, -8.731658, -8.838772], [3.973103, -6.425689, -5.599776], [4.603360, -8.646204, -7.824610], [5.722120, -9.549113, -6.856947], [7.498009, -8.965136, -8.687137], [6.350633, -7.790162, -9.380005], [6.030186, -9.558281, -9.416202], [3.554865, -6.206420, -4.617384], [3.447795, -7.310857, -5.958436], [3.980031, -5.602589, -6.314317], [-0.112318, 6.287538, 6.180460], [-0.084232, 7.004672, 4.871593], [-0.497329, 8.387025, 4.812671], [1.451008, 6.847652, 4.179923], [1.896003, 5.556893, 3.855124], [3.379551, 5.430300, 3.671516], [-1.035629, 6.082724, 3.670034], [1.393263, 5.301965, 2.922191], [1.545020, 4.850449, 4.607338], [3.780400, 5.790104, 4.619129], [3.739026, 6.064112, 2.860873], [3.712614, 4.418485, 3.440418], [-0.849473, 5.056888, 3.988036], [-0.695327, 6.272498, 2.652056], [-2.091377, 6.284163, 3.851473]],
  "forces_ev_per_angstrom": [[3.33, 0.99, -3.57], [-3.64, -4.99, 5.50], [-0.43, -1.33, -2.01], [1.46, 2.34, 1.11], [0.88, 0.91, -0.10], [2.05, 1.57, -4.39], [-0.39, 0.98, 3.08], [-2.05, -0.92, 0.56], [-1.21, 0.51, -0.15], [1.13, -0.34, -0.18], [1.67, -0.32, 0.12], [-1.59, 0.02, 0.71], [-0.23, 0.60, -0.49], [-0.24, 0.37, 0.19], [-0.34, -0.52, 0.13], [-0.39, 0.18, -0.48], [-0.26, -0.67, -0.16], [1.74, 2.73, 1.00], [-1.30, -1.51, -1.26], [-0.46, -0.72, -0.56], [0.04, 0.33, 0.35], [0.33, 0.03, 0.23], [-0.11, -0.18, 0.38], [0.26, 0.35, -1.15], [1.11, -0.17, 0.56], [-2.61, 0.90, -0.78], [2.29, -0.07, 0.82], [-1.24, -1.74, 0.13], [0.46, 1.19, 0.24], [-0.19, -1.53, -0.25], [-0.13, 0.02, 0.14], [-0.20, 0.42, -0.04], [-0.04, 0.21, -0.12], [0.26, 0.29, 0.21], [-0.11, -0.22, -0.01], [-0.09, -0.01, -0.19], [0.08, 0.39, 0.21], [0.16, -0.04, 0.24], [-0.93, 2.24, 0.64], [-0.72, -0.51, -1.43], [-1.01, -2.11, 2.20], [2.03, 0.05, -0.53], [1.03, -1.63, 1.18], [-0.52, 0.37, -1.14], [0.41, 0.60, -0.52], [0.18, 0.24, -0.41], [0.10, 0.65, -0.12], [-0.62, 0.13, -0.13], [0.31, -0.23, 0.71], [0.08, 0.60, -0.34], [-0.38, -0.02, -0.37], [-0.06, -0.24, 0.30], [0.09, -0.14, -0.04], [0.65, -1.55, 0.68], [-1.38, -0.15, 0.19], [2.21, 2.06, -0.64], [-2.94, 3.29, -0.14], [1.29, -3.28, 0.67], [1.16, 0.66, -0.65], [0.35, -0.77, -1.03], [-0.20, 0.26, 0.24], [0.22, -0.58, 0.19], [-0.19, -0.09, 0.21], [-0.70, -0.42, 0.55], [-0.12, 0.47, -0.13], [-0.28, 0.11, -0.20], [-0.22, 0.04, 0.18], [0.14, -0.07, -0.11], [-1.26, 1.27, -2.53], [-0.36, -1.92, 1.38], [-0.41, -0.49, 0.39], [0.12, 0.28, 2.37], [-0.03, 0.40, -0.98], [1.18, -0.26, -0.74], [1.10, 0.42, -0.17], [0.33, -0.09, -0.03], [-0.22, -0.05, 0.44], [-1.13, 0.30, -0.05], [0.11, 0.00, -0.18], [0.03, -0.14, 0.75], [0.13, 0.19, 0.09], [-0.02, 0.24, -0.33], [0.44, -0.16, -0.41], [-2.64, 0.28, 0.24], [0.06, 2.06, 1.40], [2.16, 0.65, -2.93], [-0.60, -1.61, 1.14], [1.82, -0.81, 0.75], [0.34, 0.20, -0.71], [0.23, -0.25, 0.21], [-0.71, -0.16, 0.50], [0.13, -0.02, -0.14], [-0.73, -0.59, 0.22], [-0.22, 0.03, -0.09], [-0.14, 0.49, -0.09], [0.18, -0.10, -0.59], [-0.14, -0.59, -0.14], [0.26, 0.43, 0.23], [-0.60, 0.70, 1.19], [1.24, -0.39, -0.02], [0.94, -1.84, 0.59], [-0.71, 1.66, -0.31], [1.54, -0.30, -0.49], [-0.67, 0.29, 0.36], [-1.72, 0.26, -1.06], [-0.51, 0.20, 0.26], [-0.06, 0.08, -0.56], [0.01, -0.64, -0.07], [-0.09, -0.01, 0.30], [0.32, 0.45, -0.14], [0.33, -0.25, -0.28], [0.01, -0.04, -0.25], [-0.02, -0.15, 0.48], [0.09, 0.90, -0.83], [-1.22, 0.59, -0.48], [-0.08, -1.32, -0.95], [0.13, 1.08, 2.70], [0.05, 0.03, -1.75], [-0.20, -0.96, 0.80], [0.97, -1.47, 0.28], [-0.34, 0.31, 0.29], [0.61, 0.23, 0.14], [0.00, 0.20, 0.15], [-0.10, -0.13, 0.08], [-0.03, 0.11, -0.29], [0.26, 0.35, -0.10], [-0.21, 0.22, -0.31], [0.06, -0.12, 0.27], [0.28, 1.60, -3.19], [0.51, -1.11, 1.40], [1.09, -1.02, 0.03], [-1.56, 2.13, 1.43], [-1.08, -1.95, -0.97], [0.19, 1.06, 0.47], [0.24, -0.52, 0.95], [0.00, -0.33, -0.16], [0.10, -0.08, 0.17], [0.67, -0.19, -0.11], [-0.03, 0.15, 0.06], [-0.34, -0.04, 0.28], [-0.07, -0.16, -0.46], [-0.15, 0.14, 0.22], [0.16, 0.27, -0.15]]
}

---

4.
{
  "formula": "C7H12F3O5Rb",
  "method": "ωB97M-V/def2-TZVPD",
  "molar_mass_da": 318.6,
  "homo_lumo_gap_ev": 7.118,
  "e_tot_ev": -26490.602,
  "relative_energy_ev": 7.813,
  "symbols": ["Rb", "C", "O", "O", "C", "F", "F", "F", "C", "C", "H", "H", "H", "H", "H", "H", "C", "O", "C", "O", "O", "C", "H", "H", "H", "H", "H", "H"],
  "positions_angstrom": [[0.006385, -1.365863, -0.440177], [-0.188665, 1.265037, -0.490557], [-1.418485, 1.266857, -1.193147], [-0.332895, 0.219217, 0.509033], [1.033095, 1.521437, -1.438967], [0.964805, 0.883887, -2.653337], [1.060135, 2.873977, -1.716147], [2.188535, 1.271587, -0.863627], [-1.951755, 2.491287, -1.817467], [-3.426485, 2.243427, -2.084597], [-3.547765, 1.537267, -2.906017], [-3.969765, 1.809057, -1.245387], [-3.875695, 3.208537, -2.318867], [-1.286745, 2.800227, -2.623947], [-1.814455, 3.313457, -1.115127], [-0.193425, 2.174677, 0.109973], [3.769975, -2.365603, 1.820233], [2.523305, -2.563983, 2.505193], [1.402115, -2.422283, 1.787843], [1.371175, -2.137033, 0.592213], [0.359405, -2.506213, 2.622833], [-0.985565, -2.232693, 2.109943], [4.063135, -3.207833, 1.193493], [4.560215, -2.228943, 2.558443], [3.708825, -1.501423, 1.158753], [-1.795705, -2.242043, 2.839113], [-1.195175, -2.920293, 1.290563], [-1.028515, -1.185723, 1.809743]],
  "forces_ev_per_angstrom": [[-8.30, -5.78, -16.93], [-2.41, 0.46, 3.52], [-0.32, 0.22, -1.39], [-0.53, 13.07, 3.79], [-1.12, 0.37, -0.49], [0.26, 0.30, 0.97], [-0.22, -0.99, -0.13], [0.71, -0.66, 0.15], [1.04, -0.94, 1.67], [0.50, 0.09, -0.55], [-0.08, 0.19, -0.18], [0.41, 0.17, 0.27], [-0.21, -0.12, -0.24], [-0.56, -0.35, -0.71], [-0.21, 0.05, 0.49], [0.44, 0.50, -0.08], [0.21, 0.18, -0.57], [-0.31, -0.23, 0.01], [0.87, 0.92, 0.25], [9.81, -6.81, 9.62], [-0.25, -0.35, -0.05], [0.29, 0.72, -0.41], [-0.39, -0.25, 0.11], [-0.43, 0.08, 0.17], [-0.03, 0.09, 0.20], [0.78, -0.90, 0.66], [-0.16, -0.01, 0.21], [0.22, -0.04, -0.35]]
}

---

5.
{
  "formula": "C4H8ClFN",
  "method": "ωB97M-V/def2-TZVPD",
  "molar_mass_da": 124.6,
  "homo_lumo_gap_ev": 5.193,
  "e_tot_ev": -20997.386,
  "charge": 1,
  "relative_energy_ev": 2.705,
  "symbols": ["C", "C", "C", "C", "N", "F", "Cl", "H", "H", "H", "H", "H", "H", "H", "H"],
  "positions_angstrom": [[1.104136, 0.095376, 0.483015], [0.593247, 0.734388, -0.796953], [2.389609, -0.517623, 0.442281], [1.169773, 1.625960, -1.519311], [-3.762260, -1.116056, 0.821766], [2.579535, -1.617725, 1.235502], [3.700540, -0.076915, -0.351243], [1.193882, 0.826030, 1.274893], [0.361663, -0.636605, 0.827447], [-0.257824, 0.223937, -1.126967], [2.058221, 2.198697, -1.126410], [0.883117, 1.952519, -2.459042], [-3.440966, -1.891683, 1.359825], [-4.638086, -0.571937, 1.074632], [-3.934580, -1.228362, -0.139431]],
  "forces_ev_per_angstrom": [[-1.21, -0.09, -0.54], [0.04, -1.61, 0.96], [0.66, -3.30, 2.42], [3.09, 2.36, 1.27], [-1.42, 2.97, 0.42], [-0.61, 2.71, -1.91], [0.65, 0.22, -0.48], [0.09, 0.60, 0.71], [0.34, 0.05, 0.22], [-1.29, -0.57, -0.58], [-0.84, -0.75, -0.45], [-0.99, 0.38, -1.59], [-0.70, -0.42, 0.11], [1.76, -1.45, 0.73], [0.44, -1.11, -1.27]]
}